This record from OMol25 describes C32H48BiCl3FN5O5Si as an isolated structure. The level of theory is ωB97M-V/def2-TZVPD.

## Properties
HOMO level = -8.0 eV
Orbital gap = 8.0 eV

```
! wB97M-V def2-TZVPD RIJCOSX def2/J DEFGRID3
* xyz 0 1
Bi 0.281 -0.422 0.190
C -0.295 -2.709 -1.256
C -1.596 -2.463 -0.797
C -1.562 -2.548 0.646
C -0.225 -2.831 1.002
C 0.594 -2.914 -0.165
C 1.966 -3.562 -0.223
C 2.665 -3.285 -1.554
C 2.857 -3.075 0.924
C 1.758 -5.080 -0.090
C -2.644 -2.565 1.736
C -3.809 -1.587 1.552
C -2.023 -2.215 3.098
C -3.198 -3.997 1.828
C -2.719 -2.115 -1.777
C -3.144 -0.643 -1.639
C -3.914 -3.065 -1.622
C -2.236 -2.275 -3.227
H 0.012 -2.691 -2.288
H 0.143 -2.982 2.004
H 2.897 -2.225 -1.655
H 2.050 -3.587 -2.404
H 3.598 -3.851 -1.604
H 2.984 -1.991 0.898
H 3.843 -3.540 0.852
H 2.438 -3.341 1.896
H 1.160 -5.461 -0.920
H 1.239 -5.319 0.840
H 2.720 -5.598 -0.091
H -3.456 -0.555 1.553
H -4.496 -1.704 2.394
H -4.381 -1.755 0.646
H -1.499 -1.257 3.058
H -1.321 -2.973 3.444
H -2.813 -2.140 3.848
H -3.683 -4.302 0.900
H -3.930 -4.070 2.637
H -2.391 -4.703 2.029
H -3.425 -0.373 -0.625
H -3.990 -0.429 -2.299
H -2.314 0.001 -1.943
H -4.394 -3.001 -0.650
H -3.588 -4.098 -1.763
H -4.669 -2.841 -2.380
H -1.410 -1.600 -3.454
H -3.059 -2.034 -3.903
H -1.921 -3.299 -3.435
C 1.018 1.884 3.929
Si 1.798 0.231 3.464
C 3.669 0.345 3.503
C 1.286 -1.055 4.727
O 1.309 -0.221 1.982
H 1.723 2.557 4.423
H 0.171 1.741 4.605
H 0.646 2.382 3.031
H 4.020 0.817 4.424
H 4.072 0.911 2.661
H 4.104 -0.657 3.458
H 1.745 -0.851 5.698
H 1.605 -2.052 4.412
H 0.203 -1.076 4.868
Cl -2.934 3.819 4.089
C -2.371 3.812 2.414
Cl -0.908 4.792 2.252
Cl -3.634 4.417 1.333
C -2.057 2.435 2.032
N -1.813 1.357 1.730
F 6.910 -0.571 -0.015
C 6.231 0.416 -0.605
C 5.157 0.164 -1.355
N 4.439 1.167 -1.976
C 3.270 0.826 -2.772
C 2.096 0.317 -1.946
O 0.995 0.217 -2.484
O 2.351 -0.011 -0.732
C 4.772 2.493 -1.816
O 4.130 3.416 -2.281
N 5.903 2.708 -1.052
C 6.709 1.775 -0.396
O 7.669 2.112 0.254
H 4.794 -0.843 -1.497
H 3.537 0.058 -3.502
H 2.952 1.713 -3.311
H 6.175 3.675 -0.952
C 2.713 2.890 0.919
C 1.499 3.111 0.092
N 0.515 2.257 -0.084
C -0.397 2.872 -0.916
C 0.047 4.110 -1.248
N 1.252 4.251 -0.597
H 2.871 1.818 1.027
H 2.597 3.327 1.912
H 3.589 3.340 0.451
H -1.293 2.370 -1.244
H -0.358 4.876 -1.884
H 1.889 5.023 -0.683
*
```

Löwdin atomic charge list, values in e, 5 entries:
1. Bi 2.0048
2. C -0.1102
3. C -0.1905
4. C -0.1997
5. C -0.1643


This record from OMol25 describes C32H48BrKN7O3 as an isolated structure. The level of theory is ωB97M-V/def2-TZVPD.

## Properties
HOMO level = -3.4 eV
Orbital gap = 5.6 eV

```
! wB97M-V def2-TZVPD RIJCOSX def2/J DEFGRID3
* xyz -1 1
K -0.748 -0.207 0.047
N -3.726 -0.016 -0.125
C -4.288 1.225 0.406
C -3.336 1.860 1.405
N -1.972 2.052 0.900
C -1.068 2.484 1.986
C -0.758 1.422 3.046
N 0.359 0.539 2.639
C -1.944 2.999 -0.236
C -1.885 2.373 -1.641
N -0.568 1.889 -2.081
H -4.417 -0.551 -0.635
H -3.401 -0.611 0.641
H -5.239 1.099 0.933
H -4.479 1.915 -0.423
H -3.303 1.210 2.280
H -3.747 2.831 1.726
H -1.464 3.393 2.472
H -0.119 2.750 1.527
H -1.661 0.871 3.318
H -0.446 1.949 3.947
H 0.029 -0.202 2.036
H 0.738 0.053 3.443
H -1.067 3.646 -0.125
H -2.823 3.660 -0.190
H -2.234 3.141 -2.341
H -2.596 1.544 -1.705
H 0.181 2.515 -1.800
H -0.291 1.010 -1.672
C 2.450 2.887 0.689
N 2.169 2.971 -0.743
C 2.086 4.353 -1.168
C 3.075 2.143 -1.489
C 4.091 2.727 -2.250
C 5.060 1.974 -2.910
C 5.025 0.596 -2.750
C 4.024 -0.001 -1.995
C 2.975 0.723 -1.378
N 1.893 0.084 -0.814
C 2.154 -1.090 -0.126
C 3.183 -1.200 0.840
C 3.417 -2.360 1.562
C 2.620 -3.487 1.365
C 1.610 -3.420 0.417
C 1.356 -2.257 -0.318
N 0.331 -2.222 -1.325
C 0.872 -2.137 -2.680
C -0.707 -3.239 -1.209
H 1.788 3.570 1.225
H 2.270 1.879 1.063
H 3.488 3.190 0.894
H 2.990 4.943 -0.939
H 1.916 4.408 -2.245
H 1.246 4.838 -0.664
H 4.137 3.805 -2.321
H 5.821 2.459 -3.508
H 5.765 -0.028 -3.240
H 4.001 -1.084 -1.909
H 3.791 -0.318 1.015
H 4.211 -2.377 2.301
H 2.777 -4.395 1.935
H 0.992 -4.293 0.242
H 1.356 -3.079 -2.975
H 0.056 -1.930 -3.378
H 1.587 -1.317 -2.740
H -0.350 -4.256 -1.439
H -1.122 -3.236 -0.196
H -1.511 -2.993 -1.905
C -3.183 -1.902 -4.884
C -2.501 -0.846 -4.041
C -1.850 0.312 -4.750
O -2.472 -0.929 -2.838
H -3.931 -1.437 -5.536
H -3.648 -2.650 -4.248
H -2.446 -2.375 -5.541
H -1.254 -0.055 -5.591
H -1.243 0.907 -4.065
H -2.642 0.941 -5.175
Br -2.686 -0.650 5.924
C -1.459 -1.910 5.186
C -0.614 -2.494 6.124
C 0.364 -3.397 5.726
C 0.507 -3.697 4.378
C -0.343 -3.103 3.455
C -1.353 -2.212 3.825
C -2.218 -1.636 2.713
O -3.343 -1.222 3.012
O -1.698 -1.621 1.546
H -0.718 -2.221 7.165
H 1.024 -3.837 6.465
H 1.295 -4.363 4.041
H -0.208 -3.278 2.394
*
```

Löwdin atomic charge list, values in e, 5 entries:
1. K 0.7970
2. N 0.0080
3. C -0.2548
4. C -0.1970
5. N -0.2053


This record from OMol25 describes a 9-piece molecular cluster, C32H48F13N3O32S8 overall. The level of theory is ωB97M-V/def2-TZVPD.

## Properties
HOMO level = -9.6 eV
SMILES = N#C[C@H](CCCCN)[C@H](C#N)CCC(F)(F)C(F)(F)C(F)(F)C(F)(F)C(F)(F)C(F)(F)F.O=S1(=O)OCCO1.O=S1(=O)OCCO1.O=S1(=O)OCCO1.O=S1(=O)OCCO1.O=S1(=O)OCCO1.O=S1(=O)OCCO1.O=S1(=O)OCCO1.O=S1(=O)OCCO1
Orbital gap = 9.5 eV

```
! wB97M-V def2-TZVPD RIJCOSX def2/J DEFGRID3
* xyz 0 1
N 1.339 -1.634 3.176
C 1.309 -1.983 2.053
C 1.274 -2.426 0.657
C 0.235 -3.577 0.541
C 0.715 -4.810 -0.234
C 0.573 -4.598 -1.738
C 0.921 -5.832 -2.547
N 2.383 -6.104 -2.582
C 2.709 -2.825 0.268
C 3.247 -3.676 1.322
N 3.703 -4.318 2.177
C 3.649 -1.577 0.167
C 4.314 -1.443 -1.209
C 5.801 -1.125 -1.184
F 6.023 -0.104 -2.050
F 6.244 -0.707 0.001
C 6.711 -2.253 -1.727
F 6.418 -2.480 -3.007
F 7.959 -1.768 -1.695
C 6.689 -3.569 -0.880
F 7.917 -3.817 -0.437
F 5.915 -3.401 0.212
C 6.154 -4.798 -1.635
F 5.002 -4.494 -2.251
F 7.047 -5.102 -2.582
C 5.863 -6.065 -0.789
F 5.583 -7.026 -1.692
F 4.772 -5.897 -0.051
C 7.020 -6.612 0.086
F 7.097 -5.921 1.222
F 8.180 -6.573 -0.558
F 6.738 -7.882 0.391
H 0.944 -1.556 0.106
H -0.134 -3.877 1.511
H -0.611 -3.180 0.004
H 1.703 -5.149 0.056
H 0.036 -5.616 0.021
H 1.128 -3.729 -2.087
H -0.477 -4.382 -1.919
H 0.569 -5.748 -3.568
H 0.437 -6.701 -2.114
H 2.856 -5.225 -2.425
H 2.646 -6.697 -1.807
H 2.743 -3.358 -0.669
H 4.348 -1.609 0.987
H 3.011 -0.717 0.315
H 3.836 -0.622 -1.722
H 4.161 -2.305 -1.847
C -2.316 2.298 1.590
C -0.829 2.112 1.790
O -0.719 0.857 2.488
S -1.889 -0.124 2.017
O -1.390 -1.003 1.020
O -2.562 -0.605 3.168
O -2.804 0.971 1.300
H -2.802 2.653 2.500
H -2.548 2.969 0.768
H -0.384 2.908 2.380
H -0.304 2.023 0.836
C 1.397 -6.796 -8.255
C 2.298 -6.870 -7.039
O 2.132 -5.594 -6.404
S 0.639 -5.076 -6.623
O -0.137 -5.388 -5.478
O 0.698 -3.751 -7.128
O 0.237 -6.082 -7.798
H 1.858 -6.225 -9.063
H 1.108 -7.776 -8.622
H 3.341 -7.024 -7.297
H 1.975 -7.646 -6.343
C -6.387 -1.203 3.131
C -6.553 -0.589 4.503
O -7.083 0.718 4.240
S -8.019 0.668 2.942
O -9.373 0.554 3.342
O -7.593 1.687 2.051
O -7.531 -0.753 2.390
H -5.487 -0.832 2.637
H -6.365 -2.288 3.161
H -5.615 -0.512 5.044
H -7.279 -1.141 5.105
C 1.802 1.064 6.290
C 0.462 0.517 5.848
O -0.487 1.514 6.254
S 0.180 2.954 6.129
O -0.178 3.490 4.861
O -0.028 3.663 7.336
O 1.704 2.476 6.027
H 1.966 0.913 7.358
H 2.631 0.640 5.730
H 0.223 -0.438 6.306
H 0.407 0.421 4.762
C 1.927 -0.254 -7.512
C 0.517 -0.630 -7.908
O -0.313 0.212 -7.092
S 0.416 1.616 -6.847
O -0.074 2.569 -7.773
O 0.433 1.871 -5.453
O 1.883 1.167 -7.319
H 2.214 -0.723 -6.568
H 2.656 -0.504 -8.277
H 0.296 -1.674 -7.721
H 0.321 -0.395 -8.957
C -9.308 4.325 0.661
C -9.481 4.933 2.034
O -10.020 6.239 1.776
S -10.955 6.188 0.475
O -12.308 6.056 0.878
O -10.540 7.212 -0.412
O -10.456 4.770 -0.079
H -8.412 4.702 0.166
H -9.278 3.240 0.689
H -8.544 5.015 2.577
H -10.203 4.372 2.632
C -1.420 5.381 2.757
C -2.248 6.631 2.576
O -2.857 6.460 1.277
S -3.142 4.911 1.017
O -4.491 4.609 1.334
O -2.579 4.547 -0.235
O -2.214 4.326 2.185
H -0.483 5.444 2.198
H -1.206 5.161 3.795
H -1.650 7.541 2.603
H -3.043 6.694 3.322
C 2.375 8.355 3.168
C 2.681 9.672 2.487
O 1.393 10.270 2.281
S 0.414 9.864 3.480
O 0.388 10.903 4.439
O -0.780 9.338 2.920
O 1.294 8.657 4.061
H 2.034 7.604 2.452
H 3.220 7.966 3.728
H 3.189 9.545 1.536
H 3.268 10.330 3.130
*
```

Löwdin atomic charge list, values in e, 5 entries:
1. N 0.2091
2. C -0.1924
3. C -0.2435
4. C -0.1279
5. C -0.1957